1.
Below is 8 unconnected molecules or ions with the total composition C24H56N8O8 in a non-equilibrium geometry, with properties calculated with ωB97M-V with the def2-TZVPD basis set.

Element x y z (Å)
C 17.98 2.85 -0.81
N 16.69 3.46 -0.52
C 16.56 4.82 -0.13
C 15.63 2.64 -0.43
O 14.53 3.02 -0.04
H 18.52 3.48 -1.52
H 17.91 1.90 -1.32
H 18.55 2.64 0.10
H 16.98 4.99 0.88
H 17.14 5.48 -0.79
H 15.56 5.23 -0.13
H 15.83 1.61 -0.74
C 21.48 3.54 4.99
N 22.08 2.45 4.27
C 23.24 2.55 3.41
C 21.53 1.18 4.37
O 22.01 0.13 4.02
H 22.25 3.93 5.67
H 20.55 3.34 5.52
H 21.16 4.36 4.34
H 24.19 2.31 3.90
H 23.09 1.95 2.52
H 23.27 3.55 2.95
H 20.55 1.24 4.89
C 18.38 4.95 8.11
N 19.33 5.76 7.36
C 20.53 6.17 8.09
C 19.19 6.11 6.07
O 20.00 6.71 5.39
H 17.51 4.83 7.47
H 18.11 5.45 9.04
H 18.89 4.04 8.44
H 21.12 6.95 7.64
H 20.30 6.44 9.13
H 21.11 5.26 8.24
H 18.16 5.83 5.78
C 25.48 10.19 5.49
N 26.28 10.12 4.27
C 27.21 11.17 4.00
C 26.25 8.95 3.57
O 27.07 8.63 2.74
H 26.10 10.63 6.27
H 25.21 9.22 5.88
H 24.59 10.80 5.31
H 26.67 12.10 3.76
H 27.79 11.51 4.86
H 27.71 10.88 3.07
H 25.34 8.40 3.86
C 24.72 10.02 -0.76
N 25.27 11.19 -0.10
C 24.50 11.79 0.97
C 26.24 11.94 -0.70
O 26.57 13.04 -0.34
H 24.29 9.34 -0.02
H 25.47 9.46 -1.31
H 23.89 10.31 -1.41
H 23.44 11.62 0.83
H 24.84 11.40 1.93
H 24.63 12.86 1.12
H 26.79 11.35 -1.46
C 26.82 4.23 -0.47
N 25.54 3.56 -0.44
C 24.52 3.96 -1.36
C 25.29 2.52 0.38
O 24.30 1.81 0.37
H 26.62 5.29 -0.25
H 27.30 4.27 -1.46
H 27.66 3.92 0.14
H 23.53 3.59 -1.13
H 24.38 5.05 -1.29
H 24.75 3.90 -2.43
H 26.09 2.22 1.08
C 22.42 7.09 2.72
N 21.77 6.18 1.78
C 22.60 5.87 0.62
C 20.47 5.86 1.88
O 20.02 5.06 1.06
H 22.75 8.04 2.29
H 23.33 6.58 3.06
H 21.83 7.29 3.61
H 23.24 5.02 0.84
H 21.90 5.71 -0.20
H 23.23 6.73 0.40
H 19.84 6.44 2.56
C 15.62 3.19 3.29
N 16.83 2.95 4.11
C 18.01 3.27 3.32
C 16.85 2.30 5.28
O 17.84 1.81 5.81
H 15.79 2.46 2.50
H 15.60 4.22 2.95
H 14.78 2.83 3.88
H 18.89 2.72 3.64
H 17.91 2.94 2.28
H 17.97 4.36 3.28
H 15.84 2.13 5.69

Computed properties:
Net charge = 0
Lowest unoccupied orbital energy = 0.007 Eh
Structure (SMILES) = CN(C)C=O.CN(C)C=O.CN(C)C=O.CN(C)C=O.CN(C)C=O.CN(C)C=O.CN(C)C=O.CN(C)C=O
ΔE to the lowest compared entry with this formula, charge and spin = 151.56 kcal/mol

---

2.
Below is a molecular structure, C33H51N3O9S, with properties calculated with ωB97M-V with the def2-TZVPD basis set.

Element x y z (Å)
C 6.49 0.92 -0.39
C 5.59 1.22 -1.12
C 4.48 1.58 -2.00
C 3.18 1.47 -1.25
C 2.61 2.53 -0.61
C 1.40 2.42 0.14
O 0.93 3.52 0.81
C 0.61 4.63 -0.04
C -0.05 5.73 0.78
C 0.10 7.06 0.05
O -1.45 5.52 0.90
C 0.74 1.24 0.28
C -0.52 1.08 1.07
C -1.71 1.77 0.41
C -2.93 1.65 1.28
O -3.45 2.59 1.81
N -3.42 0.32 1.44
C -4.31 -0.04 0.34
C -3.83 -0.84 -0.69
C -4.67 -1.15 -1.75
C -5.97 -0.67 -1.77
C -6.45 0.11 -0.73
C -5.62 0.43 0.33
C 1.31 0.12 -0.40
N 0.79 -1.10 -0.41
S 1.76 -2.01 -1.31
N 2.87 -0.93 -1.72
C 2.51 0.22 -1.17
H 7.06 0.64 0.47
H 4.47 0.93 -2.88
H 4.62 2.60 -2.36
H 3.13 3.47 -0.65
H 1.50 5.04 -0.52
H -0.09 4.30 -0.81
H 0.42 5.80 1.76
H -0.50 7.02 -0.86
H 1.14 7.27 -0.18
H -0.29 7.85 0.69
H -1.61 4.66 1.29
H -0.74 0.03 1.16
H -0.40 1.46 2.09
H -1.55 2.83 0.27
H -1.94 1.30 -0.55
H -3.95 0.29 2.30
H -2.81 -1.20 -0.64
H -4.29 -1.78 -2.54
H -6.61 -0.93 -2.61
H -7.46 0.49 -0.73
H -5.96 1.05 1.14
C -7.25 -1.58 3.00
O -8.23 -1.35 2.01
C -9.36 -2.21 2.12
C -10.54 -1.50 2.75
O -10.30 -1.18 4.11
C -9.97 0.18 4.32
H -6.52 -0.78 2.93
H -7.68 -1.58 4.01
H -6.74 -2.54 2.83
H -9.11 -3.10 2.70
H -9.63 -2.52 1.11
H -11.41 -2.17 2.72
H -10.78 -0.60 2.18
H -10.84 0.82 4.16
H -9.16 0.50 3.67
H -9.65 0.28 5.36
C 5.26 -3.28 -7.30
O 4.03 -2.85 -7.86
C 2.96 -3.74 -7.63
C 2.06 -3.26 -6.51
O 2.71 -3.28 -5.26
C 3.15 -2.00 -4.83
H 5.97 -2.47 -7.40
H 5.16 -3.54 -6.25
H 5.65 -4.15 -7.85
H 3.33 -4.74 -7.39
H 2.38 -3.80 -8.55
H 1.19 -3.93 -6.44
H 1.69 -2.25 -6.74
H 2.30 -1.37 -4.55
H 3.74 -1.50 -5.60
H 3.78 -2.14 -3.95
C 6.88 -1.67 5.94
O 7.08 -2.66 4.95
C 6.25 -2.50 3.82
C 7.00 -1.90 2.65
O 7.38 -0.56 2.91
C 8.75 -0.42 3.26
H 7.66 -1.79 6.69
H 6.94 -0.66 5.52
H 5.91 -1.80 6.43
H 5.38 -1.88 4.06
H 5.89 -3.49 3.53
H 6.35 -1.89 1.77
H 7.88 -2.51 2.41
H 9.39 -0.61 2.39
H 9.03 -1.10 4.07
H 8.90 0.61 3.59

Computed properties:
Net charge = 0
Lowest unoccupied orbital energy = -0.020 Eh

---

3.
Below is a molecular structure, C45H54N5Sb2Y, with properties calculated with ωB97M-V with the def2-TZVPD basis set.

Element x y z (Å)
Y 0.72 -0.75 1.10
C 1.36 2.56 1.50
N 0.92 1.43 2.34
C -0.45 1.67 2.86
C 1.80 1.27 3.50
C 2.21 2.34 4.28
C 3.00 2.13 5.40
C 3.37 0.84 5.73
C 2.96 -0.24 4.97
C 2.15 -0.04 3.84
N 1.71 -1.06 3.00
C 2.02 -2.41 3.30
C 1.52 -3.05 4.44
C 1.74 -4.40 4.64
C 2.44 -5.13 3.70
C 2.96 -4.51 2.57
C 2.76 -3.14 2.37
N 3.28 -2.42 1.23
C 3.74 -3.29 0.14
C 4.44 -1.60 1.68
H 0.80 2.57 0.56
H 1.21 3.52 1.99
H 2.42 2.45 1.28
H -0.55 2.69 3.24
H -1.20 1.55 2.07
H -0.64 0.98 3.67
H 1.92 3.35 4.02
H 3.33 2.97 6.00
H 4.00 0.66 6.60
H 3.26 -1.24 5.24
H 0.96 -2.47 5.16
H 1.35 -4.89 5.53
H 2.61 -6.19 3.84
H 3.53 -5.09 1.86
H 4.60 -3.90 0.42
H 2.94 -3.96 -0.19
H 4.05 -2.67 -0.70
H 5.19 -2.24 2.16
H 4.91 -1.13 0.82
H 4.12 -0.84 2.38
N -1.44 -1.43 2.13
C -1.48 -2.91 2.36
C -1.13 -3.64 1.08
N 0.20 -3.20 0.60
H -1.47 -0.97 3.03
H -2.28 -1.14 1.64
H -2.47 -3.22 2.71
H -0.76 -3.14 3.14
H -1.86 -3.41 0.31
H -1.16 -4.72 1.25
H 0.32 -3.51 -0.36
H 0.91 -3.70 1.14
C -1.85 -1.72 -1.88
C -2.85 -0.65 -2.33
C -3.28 0.23 -1.14
Sb -1.71 1.67 -0.81
C -2.13 2.75 -2.59
C -3.46 2.98 -2.94
C -3.76 3.69 -4.10
C -2.74 4.17 -4.91
C -1.41 3.96 -4.55
C -1.12 3.25 -3.39
C -2.69 2.94 0.57
C -3.80 2.53 1.30
C -4.36 3.36 2.26
C -3.81 4.61 2.49
C -2.71 5.04 1.77
C -2.14 4.20 0.81
Sb -0.19 -2.34 -3.14
C 1.05 -0.69 -2.51
C 1.10 0.56 -3.11
C 1.96 1.55 -2.65
C 2.78 1.32 -1.55
C 2.77 0.07 -0.94
C 1.92 -0.92 -1.43
C -0.75 -1.56 -5.03
C 0.25 -1.15 -5.90
C -0.06 -0.70 -7.17
C -1.38 -0.67 -7.59
C -2.39 -1.09 -6.74
C -2.07 -1.54 -5.46
H -2.38 -2.62 -1.57
H -1.32 -1.34 -0.99
H -3.73 -1.14 -2.76
H -2.45 -0.03 -3.13
H -3.46 -0.39 -0.26
H -4.20 0.77 -1.35
H -4.27 2.64 -2.32
H -4.79 3.87 -4.37
H -2.97 4.72 -5.81
H -0.61 4.36 -5.16
H -0.08 3.12 -3.11
H -4.25 1.56 1.12
H -5.23 3.04 2.81
H -4.25 5.27 3.24
H -2.29 6.02 1.94
H -1.29 4.55 0.25
H 0.46 0.77 -3.96
H 2.01 2.51 -3.15
H 3.46 2.09 -1.21
H 3.47 -0.14 -0.14
H 2.01 -1.93 -1.04
H 1.30 -1.19 -5.60
H 0.73 -0.39 -7.85
H -1.63 -0.32 -8.58
H -3.42 -1.08 -7.07
H -2.87 -1.89 -4.82

Computed properties:
Net charge = +2
Lowest unoccupied orbital energy = -0.185 Eh
ΔE to the lowest compared entry with this formula, charge and spin = 28.46 kcal/mol

---

no.,HOMO (eV)
1,-8.9
2,-8.8
3,-12.4